No. 1
29
Properties=species:S:1:pos:R:3:nbo_charge:R:1 method="wB97M-V/def2-TZVPD" de_lowest_kcal_mol=8.3 e_homo_ev=-12.40 lumo_energy_ev=-4.161 orbital_gap_ev=8.24 charge=+1
C -0.748 2.286 -3.251 -0.62
C 0.378 1.189 -2.952 -0.23
N 0.083 0.305 -1.815 -0.38
C -0.297 -0.930 -2.016 0.18
C -0.532 -1.771 -0.751 0.32
O 0.775 -2.050 -0.480 -0.51
C 1.066 -2.185 0.901 0.11
N 0.787 -0.909 1.457 -0.51
C 0.965 -0.521 2.901 -0.21
C 0.092 0.789 3.117 -0.43
C -0.966 0.694 2.032 -0.43
C -0.299 -0.212 0.881 0.40
O -1.172 -0.961 0.231 -0.50
S 0.476 1.042 -0.353 0.43
H -0.636 2.892 -2.363 0.22
H -0.586 2.940 -4.167 0.26
H -1.749 1.681 -3.173 0.22
H 1.372 1.553 -2.630 0.23
H 0.479 0.646 -3.870 0.23
H -0.406 -1.360 -2.984 0.24
H -1.294 -2.555 -0.932 0.21
H 0.427 -2.952 1.295 0.17
H 2.196 -2.392 0.997 0.22
H 1.961 -0.277 3.191 0.22
H 0.633 -1.328 3.658 0.20
H 0.647 1.705 2.946 0.22
H -0.342 0.882 4.214 0.26
H -1.349 1.637 1.612 0.24
H -1.959 0.162 2.306 0.25

---

No. 2
57
Properties=species:S:1:pos:R:3:nbo_charge:R:1 method="wB97M-V/def2-TZVPD" e_homo_ev=-11.71 lumo_energy_ev=-3.074 orbital_gap_ev=8.64 charge=+1
N 2.249 -1.579 3.707 -1.31
P 0.859 -1.071 3.207 1.36
C 0.980 -0.582 1.457 -0.39
C 1.812 -1.556 0.641 -0.44
C 1.817 -1.179 -0.866 -0.06
C 3.197 -0.889 -1.469 -0.41
C 3.755 0.541 -1.398 -0.42
C 3.993 1.153 -0.005 -0.46
C 3.244 2.463 0.351 -0.07
O 2.219 2.864 -0.566 -0.73
N 0.873 -0.084 -1.197 -0.54
C -0.088 0.286 -0.370 0.73
N -0.816 1.382 -0.563 -0.88
P -2.046 1.884 0.608 1.22
O -3.226 0.939 0.037 -0.98
Br -2.357 3.814 -0.441 -0.22
N -0.369 -0.443 0.790 -0.68
H 2.617 -1.071 4.500 0.39
H -0.130 -2.076 3.192 -0.07
H 0.356 0.034 3.900 -0.03
H 1.431 0.415 1.444 0.23
H 1.405 -2.563 0.773 0.23
H 2.818 -1.600 1.058 0.27
H 1.447 -2.062 -1.390 0.23
H 3.909 -1.582 -1.015 0.23
H 3.151 -1.169 -2.525 0.23
H 4.728 0.481 -1.888 0.24
H 3.172 1.205 -2.040 0.21
H 3.837 0.427 0.797 0.21
H 5.055 1.394 0.053 0.23
H 3.960 3.282 0.393 0.19
H 2.805 2.398 1.351 0.17
H 1.369 2.655 -0.173 0.46
H 1.297 0.672 -1.731 0.43
H -0.667 1.960 -1.385 0.44
H -3.902 0.839 0.725 0.52
H -0.620 -1.390 0.495 0.41
C -2.421 -2.618 -2.347 -0.23
Cl -1.064 -3.382 -3.184 0.07
Cl -3.945 -3.254 -2.913 0.11
Cl -2.264 -2.937 -0.602 0.03
Cl -2.365 -0.868 -2.634 0.05
C -2.776 7.798 -1.773 -0.23
Cl -4.043 8.435 -0.729 0.07
Cl -1.329 7.464 -0.810 0.05
Cl -3.336 6.291 -2.522 0.04
Cl -2.389 8.966 -3.031 0.08
C -2.707 -7.922 -3.729 -0.23
Cl -2.126 -6.252 -3.575 0.03
Cl -2.192 -8.847 -2.318 0.06
Cl -4.469 -7.913 -3.821 0.06
Cl -2.037 -8.640 -5.190 0.07
C -2.960 0.703 5.760 -0.23
Cl -3.710 2.293 5.810 0.08
Cl -4.151 -0.541 6.114 0.08
Cl -2.296 0.426 4.127 0.00
Cl -1.638 0.621 6.924 0.07

---

No. 3
8
Properties=species:S:1:pos:R:3:nbo_charge:R:1 method="wB97M-V/def2-TZVPD" de_lowest_kcal_mol=12.3 e_homo_ev=-4.23 lumo_energy_ev=3.247 orbital_gap_ev=7.48 charge=-1
O 1.566 -1.011 -0.328 -0.77
C 0.351 -1.077 -0.047 0.72
O -0.374 -2.082 0.085 -0.72
C -0.275 0.361 0.078 -0.07
O 0.607 1.421 0.148 -0.73
S -1.661 0.620 -1.084 0.01
S -1.764 0.739 0.975 0.05
H 1.549 1.029 0.173 0.51

---

No. 4
110
Properties=species:S:1:pos:R:3:lowdin_charge:R:1 method="wB97M-V/def2-TZVPD" e_homo_ev=-3.33 lumo_energy_ev=2.011 orbital_gap_ev=5.34 charge=-1
Tl -0.642 -0.397 -1.133 0.94
C -0.280 -1.129 -4.461 -0.14
O 0.882 -0.742 -3.757 -0.28
C 1.771 -1.825 -3.571 -0.22
C 2.649 -1.609 -2.339 -0.19
O 1.875 -1.955 -1.222 -0.29
C 2.531 -2.171 -0.005 -0.19
C 1.469 -2.629 0.990 -0.21
O 0.500 -1.617 1.192 -0.29
C -0.708 -2.143 1.715 -0.14
H -0.020 -1.495 -5.463 0.09
H -0.912 -0.246 -4.548 0.09
H -0.811 -1.920 -3.921 0.04
H 2.397 -1.942 -4.467 0.13
H 1.200 -2.742 -3.403 0.06
H 2.981 -0.561 -2.289 0.12
H 3.536 -2.259 -2.405 0.13
H 3.028 -1.262 0.355 0.10
H 3.284 -2.973 -0.089 0.13
H 1.945 -2.885 1.952 0.13
H 0.988 -3.521 0.575 0.09
H -0.581 -2.420 2.773 0.09
H -1.018 -3.025 1.148 0.05
H -1.471 -1.372 1.602 0.06
O 0.419 2.108 -0.776 -0.46
P 0.818 3.223 0.104 0.84
C 0.354 2.731 1.849 -0.32
C 0.521 3.751 2.978 -0.19
C -0.504 3.528 4.096 -0.20
C -0.698 2.037 4.342 -0.19
C -1.339 1.371 3.116 -0.17
C -1.058 2.149 1.827 -0.20
C 2.659 3.549 -0.126 -0.33
C 3.335 2.346 -0.782 -0.20
C 3.756 1.284 0.221 -0.21
C 4.657 1.890 1.290 -0.20
C 3.892 2.976 2.030 -0.21
C 3.441 4.077 1.076 -0.19
C 0.043 4.753 -0.669 -0.33
C -1.482 4.733 -0.580 -0.19
C -2.019 5.461 0.647 -0.19
C -1.513 6.898 0.689 -0.20
C 0.009 6.904 0.742 -0.20
C 0.601 6.157 -0.447 -0.19
H 1.024 1.876 2.007 0.12
H 0.418 4.766 2.597 0.07
H 1.520 3.673 3.409 0.10
H -1.462 3.975 3.828 0.11
H -0.155 4.022 5.007 0.11
H -1.321 1.881 5.225 0.11
H 0.277 1.588 4.548 0.11
H -2.421 1.306 3.248 0.12
H -0.957 0.356 3.018 0.09
H -1.796 2.941 1.713 0.10
H -1.175 1.474 0.976 0.06
H 2.643 4.342 -0.889 0.11
H 4.221 2.699 -1.319 0.12
H 2.644 1.911 -1.506 0.10
H 4.296 0.496 -0.306 0.11
H 2.863 0.853 0.677 0.11
H 5.546 2.317 0.817 0.11
H 4.987 1.125 1.997 0.11
H 4.513 3.413 2.815 0.11
H 3.028 2.515 2.505 0.09
H 4.331 4.599 0.707 0.12
H 2.836 4.809 1.615 0.10
H 0.300 4.464 -1.702 0.12
H -1.824 3.696 -0.595 0.09
H -1.885 5.225 -1.470 0.12
H -1.696 4.958 1.557 0.08
H -3.111 5.446 0.624 0.12
H -1.917 7.414 1.564 0.11
H -1.851 7.435 -0.200 0.11
H 0.339 6.445 1.674 0.09
H 0.384 7.931 0.737 0.11
H 1.688 6.132 -0.354 0.09
H 0.369 6.732 -1.348 0.12
N -8.547 -0.394 -1.864 0.12
C -7.444 -0.319 -1.536 -0.23
C -6.092 -0.223 -1.179 -0.28
C -5.409 -1.323 -0.650 -0.06
C -4.059 -1.226 -0.385 -0.16
C -3.273 -0.076 -0.632 -0.23
C -4.033 1.013 -1.117 -0.17
C -5.386 0.967 -1.387 -0.07
H -5.966 -2.236 -0.460 0.11
H -3.568 -2.105 0.020 0.07
H -3.528 1.962 -1.304 0.06
H -5.924 1.832 -1.767 0.10
C 0.164 -9.928 -0.813 -0.07
C -0.022 -8.438 -0.876 -0.30
C -1.249 -7.845 -0.625 -0.04
C -1.442 -6.485 -0.784 -0.33
C -2.778 -5.881 -0.489 -0.12
C -0.380 -5.687 -1.232 -0.56
Se -0.733 -3.867 -1.687 0.63
C 0.890 -6.252 -1.397 -0.31
C 2.104 -5.447 -1.763 -0.08
C 1.041 -7.618 -1.216 -0.05
H -0.777 -10.427 -0.589 0.06
H 0.897 -10.204 -0.053 0.07
H 0.528 -10.297 -1.774 0.07
H -2.080 -8.466 -0.314 0.10
H -3.500 -6.642 -0.196 0.07
H -3.144 -5.344 -1.362 0.05
H -2.679 -5.149 0.313 0.06
H 1.821 -4.417 -1.949 0.00
H 2.583 -5.852 -2.656 0.08
H 2.829 -5.471 -0.945 0.08
H 2.019 -8.061 -1.367 0.11

---

No. 5
15
Properties=species:S:1:pos:R:3:nbo_charge:R:1 method="wB97M-V/def2-TZVPD" de_lowest_kcal_mol=0.0 e_homo_ev=-8.57 lumo_energy_ev=0.626 orbital_gap_ev=9.19
O -1.801 1.875 0.819 -0.54
C -1.849 1.373 -0.250 0.41
C -0.643 0.607 -0.823 -0.41
C 0.575 0.774 0.233 -0.39
C 1.386 -0.530 0.051 -0.44
C 0.472 -1.693 0.371 -0.51
Se -1.319 -1.326 -0.494 0.20
H -2.875 1.487 -0.790 0.13
H -0.326 0.689 -1.849 0.23
H 0.069 0.769 1.222 0.24
H 1.185 1.573 0.046 0.21
H 1.981 -0.718 -0.843 0.21
H 2.026 -0.396 0.838 0.22
H 0.846 -2.606 -0.006 0.22
H 0.273 -1.879 1.475 0.22

---

No. 6
5
Properties=species:S:1:pos:R:3:nbo_charge:R:1 method="wB97M-V/def2-TZVPD" de_lowest_kcal_mol=31.6 e_homo_ev="-9.04 / -9.04" lumo_energy_ev="-0.509 / -0.509" orbital_gap_ev="8.53 / 8.53"
O -1.279 -1.280 1.164 -0.45
C -0.447 -0.613 0.520 0.71
C 0.462 0.216 -0.369 -0.55
Cl -0.195 1.517 -1.369 0.04
H 1.459 0.161 0.054 0.25